Record 1
DFT (wB97M-V/def2-TZVPD) results for a cluster of 2 separate species, C11H14ClI3OP in total at a distorted geometry.

```
! RIJCOSX wB97M-V def2-TZVPD def2/J DEFGRID3
* xyz 1 1
C -1.222 -4.551 -0.274
C -1.509 -4.200 1.330
O -1.606 -2.756 1.597
P -0.052 -2.028 1.892
Cl 0.717 -3.004 3.667
I -0.392 0.337 2.543
C 1.225 -2.272 0.476
I 2.880 -3.698 0.932
C 1.149 -1.597 -0.871
C 2.253 -1.814 -2.084
I -0.531 -0.218 -1.376
H -0.073 -4.832 -0.376
H -1.515 -3.598 -0.899
H -1.936 -5.423 -0.611
H -2.587 -4.656 1.563
H -0.757 -4.783 2.011
H 1.751 -2.466 -2.925
H 3.292 -2.212 -1.723
H 2.459 -0.729 -2.537
C -0.445 3.361 -0.922
C -0.392 3.320 0.471
C -0.237 4.499 1.199
C -0.146 5.722 0.533
C -0.204 5.764 -0.860
C -0.349 4.583 -1.588
H -0.562 2.441 -1.489
H -0.469 2.368 0.990
H -0.188 4.466 2.284
H -0.031 6.642 1.100
H -0.134 6.717 -1.378
H -0.388 4.615 -2.673
*
```

For the total energy, the calculation gives -59784.75535 eV.

For each atom in turn, the Mulliken charge in e is: atom 1 (C): -0.551, atom 2 (C): -0.320, atom 3 (O): -0.228, atom 4 (P): 0.382, atom 5 (Cl): -0.148, atom 6 (I): 0.358, atom 7 (C): -0.336, atom 8 (I): 0.165, atom 9 (C): 0.346, atom 10 (C): -0.956, atom 11 (I): 0.253, atom 12 (H): 0.166, atom 13 (H): 0.121, atom 14 (H): 0.345, atom 15 (H): 0.302, atom 16 (H): 0.290, atom 17 (H): 0.301, atom 18 (H): 0.377, atom 19 (H): 0.318, atom 20 (C): -0.268, atom 21 (C): 1.366, atom 22 (C): -0.219, atom 23 (C): -0.408, atom 24 (C): -0.398, atom 25 (C): -0.629, atom 26 (H): -0.136, atom 27 (H): -0.941, atom 28 (H): 0.354, atom 29 (H): 0.367, atom 30 (H): 0.368, atom 31 (H): 0.360

=====

Record 2
DFT (wB97M-V/def2-TZVPD) results for a structure of composition C11H14ClNO at a distorted geometry.

```
! RIJCOSX wB97M-V def2-TZVPD def2/J DEFGRID3
* xyz 0 1
C -3.868 -1.571 0.390
C -2.986 -2.286 -0.402
C -3.486 -0.337 0.889
C -1.729 -1.781 -0.678
C -2.229 0.172 0.615
C -1.334 -0.552 -0.163
C 0.043 -0.027 -0.529
C 0.741 0.752 0.616
C 2.409 -0.806 -0.071
C 0.555 2.265 0.565
C 3.472 -0.952 -1.112
N 2.162 0.464 0.421
O 0.866 -1.077 -0.918
Cl 2.428 -2.125 1.127
H -4.852 -1.958 0.609
H -3.287 -3.239 -0.810
H -4.170 0.236 1.501
H -1.042 -2.335 -1.298
H -1.961 1.146 0.999
H -0.075 0.653 -1.396
H 0.380 0.354 1.577
H -0.324 2.575 1.122
H 0.461 2.609 -0.464
H 1.425 2.751 1.004
H 3.261 -1.825 -1.722
H 4.452 -1.060 -0.646
H 3.456 -0.064 -1.741
H 2.702 0.681 1.250
*
```

The calculation puts the energy relative to the best compared isomer or geometry (same formula, charge and spin) at 1.478 eV. For the total energy, the calculation gives -27693.40207 eV.

For each atom in turn, the Mulliken charge in e is: atom 1 (C): -0.415, atom 2 (C): -0.605, atom 3 (C): -0.725, atom 4 (C): -0.579, atom 5 (C): -0.151, atom 6 (C): 0.167, atom 7 (C): 0.733, atom 8 (C): -0.115, atom 9 (C): 0.720, atom 10 (C): -1.430, atom 11 (C): -1.289, atom 12 (N): -0.402, atom 13 (O): -0.541, atom 14 (Cl): -0.209, atom 15 (H): 0.380, atom 16 (H): 0.384, atom 17 (H): 0.385, atom 18 (H): 0.405, atom 19 (H): 0.199, atom 20 (H): 0.168, atom 21 (H): 0.470, atom 22 (H): 0.397, atom 23 (H): 0.332, atom 24 (H): 0.394, atom 25 (H): 0.313, atom 26 (H): 0.349, atom 27 (H): 0.341, atom 28 (H): 0.322

=====

Record 3
DFT (wB97M-V/def2-TZVPD) results for a cluster of 2 separate species, C11H14F3N2O4 in total at a distorted geometry.

```
! RIJCOSX wB97M-V def2-TZVPD def2/J DEFGRID3
* xyz 1 1
O 2.702 1.557 3.319
C 1.650 1.154 2.384
C 0.538 0.406 3.253
N -0.882 0.587 2.726
C -1.629 -0.624 2.722
C -3.123 -0.508 2.242
C -3.494 0.938 1.850
C -2.476 2.092 1.945
N -1.180 1.830 2.419
C 2.306 0.220 1.246
F 1.274 -0.552 0.639
F 3.343 -0.561 1.774
F 2.765 1.117 0.228
H 2.249 2.100 4.012
H 1.322 2.111 1.866
H 0.823 -0.713 3.256
H 0.531 0.723 4.351
H -1.197 -1.636 3.055
H -3.841 -1.391 2.223
H -4.548 1.192 1.482
H -2.750 3.164 1.639
C 1.374 0.244 -3.165
C 0.201 -0.677 -3.419
C 0.569 -2.133 -3.434
O -0.413 -2.689 -4.300
C -0.801 -1.692 -5.143
O -1.472 -1.854 -6.118
O -0.322 -0.483 -4.730
H 1.864 0.010 -2.216
H 2.110 0.176 -3.971
H 1.039 1.284 -3.137
H -0.601 -0.475 -2.700
H 0.510 -2.587 -2.443
H 1.559 -2.330 -3.857
*
```

The calculation puts the energy relative to the best compared isomer or geometry (same formula, charge and spin) at 4.611 eV. For the total energy, the calculation gives -30945.80219 eV.

For each atom in turn, the Mulliken charge in e is: atom 1 (O): -0.516, atom 2 (C): -0.172, atom 3 (C): -0.644, atom 4 (N): 0.891, atom 5 (C): 0.338, atom 6 (C): -0.498, atom 7 (C): -0.163, atom 8 (C): -0.202, atom 9 (N): -0.879, atom 10 (C): 0.730, atom 11 (F): -0.229, atom 12 (F): -0.217, atom 13 (F): -0.242, atom 14 (H): 0.395, atom 15 (H): 0.275, atom 16 (H): 0.237, atom 17 (H): 0.437, atom 18 (H): 0.350, atom 19 (H): 0.377, atom 20 (H): 0.357, atom 21 (H): 0.386, atom 22 (C): -1.357, atom 23 (C): 0.539, atom 24 (C): -0.439, atom 25 (O): -0.328, atom 26 (C): 0.609, atom 27 (O): -0.511, atom 28 (O): -0.350, atom 29 (H): 0.308, atom 30 (H): 0.368, atom 31 (H): 0.350, atom 32 (H): 0.212, atom 33 (H): 0.270, atom 34 (H): 0.317

=====

Record 4
DFT (wB97M-V/def2-TZVPD) results for the ion C11H14N with charge +1 at a distorted geometry.

```
! RIJCOSX wB97M-V def2-TZVPD def2/J DEFGRID3
* xyz 1 1
C 3.837 -0.256 0.083
C 3.405 0.980 -0.374
C 2.919 -1.293 0.248
C 2.087 1.124 -0.679
C 0.449 -1.815 0.531
C 1.588 -1.073 0.161
C 1.174 0.133 -0.382
C -0.780 -1.107 0.209
C -1.868 -1.804 -0.646
C -1.939 1.893 0.888
C -1.290 1.300 -0.459
N -0.427 0.187 -0.260
H 4.833 -0.539 0.234
H 4.197 1.708 -0.717
H 3.324 -2.283 0.614
H 1.784 2.178 -1.104
H 0.407 -2.842 0.914
H -1.306 -1.092 1.174
H -1.844 -1.593 -1.738
H -2.951 -1.567 -0.294
H -1.853 -2.900 -0.605
H -2.248 1.156 1.619
H -1.172 2.465 1.384
H -2.746 2.599 0.656
H -0.859 2.122 -1.003
H -2.221 1.021 -1.007
*
```

The calculation puts the energy relative to the best compared isomer or geometry (same formula, charge and spin) at 2.659 eV. For the total energy, the calculation gives -13115.05835 eV. The SMILES is CC[N+]1=c2ccccc2=C[C@@H]1C.

For each atom in turn, the Mulliken charge in e is: atom 1 (C): -0.486, atom 2 (C): -0.447, atom 3 (C): -0.643, atom 4 (C): -0.682, atom 5 (C): -0.541, atom 6 (C): 0.780, atom 7 (C): 0.522, atom 8 (C): 0.539, atom 9 (C): -1.402, atom 10 (C): -1.101, atom 11 (C): -0.510, atom 12 (N): 0.295, atom 13 (H): 0.434, atom 14 (H): 0.339, atom 15 (H): 0.329, atom 16 (H): 0.210, atom 17 (H): 0.476, atom 18 (H): 0.160, atom 19 (H): 0.336, atom 20 (H): 0.347, atom 21 (H): 0.396, atom 22 (H): 0.327, atom 23 (H): 0.320, atom 24 (H): 0.373, atom 25 (H): 0.360, atom 26 (H): 0.270

=====

Record 5
DFT (wB97M-V/def2-TZVPD) results for a cluster of 2 separate species, C11H14N2 in total at a distorted geometry.

```
! RIJCOSX wB97M-V def2-TZVPD def2/J DEFGRID3
* xyz 0 1
C 0.637 3.795 0.054
C 1.645 0.266 0.982
C 2.600 -0.118 0.023
C 1.021 1.487 0.922
C 1.397 2.488 -0.022
C 2.793 0.773 -1.012
C 2.325 2.080 -0.965
H 1.406 -0.413 1.791
H 3.067 -1.090 0.043
H 0.209 1.742 1.594
H 3.439 0.453 -1.823
H 1.397 4.573 -0.062
H 0.044 3.937 0.948
H 2.582 2.748 -1.784
H -0.026 3.801 -0.817
C -0.882 -3.657 0.037
C -2.071 -0.297 0.179
C -1.644 -2.410 0.024
C -2.943 -2.214 -0.399
N -1.133 -1.169 0.419
N -3.245 -0.898 -0.147
H -1.951 0.768 0.298
H -3.959 -0.435 -0.685
H -3.613 -2.979 -0.751
H -1.554 -4.507 0.094
H -0.232 -3.711 0.912
H -0.254 -3.826 -0.835
*
```

The calculation puts the energy relative to the best compared isomer or geometry (same formula, charge and spin) at 0.544 eV. For the total energy, the calculation gives -14613.87651 eV. The SMILES is Cc1c[nH]cn1.Cc1ccccc1.

For each atom in turn, the Mulliken charge in e is: atom 1 (C): -1.349, atom 2 (C): -0.273, atom 3 (C): -0.576, atom 4 (C): -0.431, atom 5 (C): 0.694, atom 6 (C): -0.388, atom 7 (C): -0.364, atom 8 (H): 0.273, atom 9 (H): 0.380, atom 10 (H): 0.334, atom 11 (H): 0.347, atom 12 (H): 0.404, atom 13 (H): 0.343, atom 14 (H): 0.341, atom 15 (H): 0.263, atom 16 (C): -1.125, atom 17 (C): -0.339, atom 18 (C): 0.451, atom 19 (C): -0.514, atom 20 (N): -0.254, atom 21 (N): -0.141, atom 22 (H): 0.402, atom 23 (H): 0.272, atom 24 (H): 0.379, atom 25 (H): 0.354, atom 26 (H): 0.287, atom 27 (H): 0.232

=====

Record 6
DFT (wB97M-V/def2-TZVPD) results for an isolated molecule of C11H14N2 at a distorted geometry.

```
! RIJCOSX wB97M-V def2-TZVPD def2/J DEFGRID3
* xyz 0 1
C -1.889 1.545 0.126
C -1.158 1.098 -1.100
C -1.164 -0.417 -1.130
C -2.460 0.194 0.666
C -1.474 -0.894 1.342
C -0.386 -1.057 0.147
C 0.988 -0.378 0.171
C 2.139 -1.257 -0.113
C 3.454 -0.735 -0.256
C 3.653 0.716 -0.243
C 1.532 0.877 0.627
H -1.420 1.959 1.034
H -2.623 2.492 -0.332
H -0.243 1.461 -1.113
H -1.746 1.502 -1.872
H -0.720 -1.120 -1.997
H -2.192 -1.486 -0.276
H -3.507 0.339 1.057
H -0.762 -0.221 2.048
H -1.733 -1.823 1.930
H -0.064 -2.222 -0.103
H 2.085 -2.241 -0.645
H 4.315 -1.504 -0.545
H 4.652 1.004 -0.388
H 0.612 1.426 1.235
N -2.635 -0.596 -0.708
N 2.745 1.338 0.440
*
```

The calculation puts the energy relative to the best compared isomer or geometry (same formula, charge and spin) at 6.833 eV. For the total energy, the calculation gives -14607.58710 eV. The SMILES is c1cncc([C@H]2C[C@H]3CC[C@@H]2N3)c1.

For each atom in turn, the Mulliken charge in e is: atom 1 (C): -0.669, atom 2 (C): -1.085, atom 3 (C): -0.088, atom 4 (C): 0.398, atom 5 (C): -0.969, atom 6 (C): 0.097, atom 7 (C): 0.695, atom 8 (C): -0.862, atom 9 (C): -0.236, atom 10 (C): -0.406, atom 11 (C): 0.315, atom 12 (H): 0.245, atom 13 (H): 0.234, atom 14 (H): 0.601, atom 15 (H): 0.512, atom 16 (H): 0.320, atom 17 (H): 0.391, atom 18 (H): 0.407, atom 19 (H): 0.332, atom 20 (H): 0.257, atom 21 (H): 0.161, atom 22 (H): 0.199, atom 23 (H): 0.246, atom 24 (H): 0.363, atom 25 (H): -0.002, atom 26 (N): -0.871, atom 27 (N): -0.584

=====

no.,gap between HOMO and LUMO (hartree),molar mass (g mol⁻¹)
1,0.227,609.4
2,0.360,211.7
3,0.256,295.2
4,0.248,160.2
5,0.345,174.2
6,0.347,174.2